[1]
# C26H26O4

A cluster of 2 separate species, C26H26O4 in total (wB97M-V/def2-TZVPD, the OMol25 dataset).

Output
Highest occupied orbital energy in eV: -7.34
Kohn-Sham gap in eV: 5.71
Energy in Eh: -1307.1900

Last columns: bonded neighbours and bond lengths (Å).
CARTESIAN COORDINATES (ANGSTROEM)
1 C -5.955 2.611 -2.546  C2 1.502, H11 1.093, H12 1.095, H13 1.096
2 C -4.689 3.265 -2.072  C1 1.502, O3 1.453, H14 1.098, H15 1.092
3 O -3.669 2.236 -1.961  C2 1.453, C4 1.356
4 C -2.650 2.575 -1.134  O3 1.356, C5 1.497, O10 1.229
5 C -1.399 1.789 -1.374  C4 1.497, C6 1.472, C7 1.475
6 C -1.588 0.708 -2.355  C5 1.472, H16 1.103, H17 1.106, H18 1.095
7 C -0.138 2.553 -1.344  C5 1.475, C8 1.522, O9 1.233
8 C 1.066 1.937 -2.042  C7 1.522, H19 1.094, H20 1.100, H21 1.093
9 O -0.028 3.632 -0.758  C7 1.233
10 O -2.848 3.437 -0.281  C4 1.229
11 H -6.702 3.390 -2.715  C1 1.093
12 H -5.797 2.060 -3.479  C1 1.095
13 H -6.340 1.931 -1.778  C1 1.096
14 H -4.327 4.020 -2.783  C2 1.098
15 H -4.835 3.744 -1.101  C2 1.092
16 H -2.526 0.184 -2.104  C6 1.103
17 H -1.688 1.098 -3.385  C6 1.106
18 H -0.748 0.007 -2.341  C6 1.095
19 H 0.969 0.863 -2.226  C8 1.094
20 H 1.236 2.439 -3.006  C8 1.100
21 H 1.956 2.104 -1.429  C8 1.093
22 C 5.314 -4.756 -0.638  C23 1.400, C41 1.401, H42 1.088
23 C 5.167 -4.231 0.651  C22 1.400, C24 1.397, H43 1.088
24 C 3.918 -4.225 1.277  C23 1.397, C25 1.396, H44 1.090
25 C 2.833 -4.783 0.598  C24 1.396, O26 1.402, C40 1.396
26 O 1.546 -4.631 1.132  C25 1.402, C27 1.397
27 C 0.982 -3.355 1.057  O26 1.397, C28 1.401, C39 1.400
28 C 0.415 -2.909 -0.144  C27 1.401, C29 1.383, H45 1.094
29 C -0.144 -1.645 -0.207  C28 1.383, C30 1.422, H46 1.089
30 C -0.128 -0.750 0.898  C29 1.422, C31 1.450, C38 1.432
31 C -0.720 0.570 0.794  C30 1.450, C32 1.431, H47 1.104
32 C -0.297 1.627 1.660  C31 1.431, C33 1.420, C37 1.432
33 C -1.149 2.734 1.911  C32 1.420, C34 1.386, H48 1.083
34 C -0.943 3.605 2.970  C33 1.386, C35 1.410, H49 1.090
35 C 0.193 3.452 3.791  C34 1.410, C36 1.405, H50 1.090
36 C 1.177 2.523 3.412  C35 1.405, C37 1.396, H51 1.096
37 C 0.956 1.641 2.353  C32 1.432, C36 1.396, H52 1.095
38 C 0.439 -1.267 2.107  C30 1.432, C39 1.385, H53 1.090
39 C 1.003 -2.529 2.187  C27 1.400, C38 1.385, H54 1.094
40 C 2.973 -5.394 -0.649  C25 1.396, C41 1.396, H55 1.090
41 C 4.211 -5.320 -1.292  C22 1.401, C40 1.396, H56 1.088
42 H 6.283 -4.725 -1.132  C22 1.088
43 H 6.019 -3.813 1.183  C23 1.088
44 H 3.761 -3.764 2.252  C24 1.090
45 H 0.427 -3.573 -1.012  C28 1.094
46 H -0.600 -1.327 -1.142  C29 1.089
47 H -1.749 0.610 0.395  C31 1.104
48 H -2.012 2.880 1.273  C33 1.083
49 H -1.672 4.396 3.145  C34 1.090
50 H 0.329 4.090 4.664  C35 1.090
51 H 2.130 2.483 3.953  C36 1.096
52 H 1.727 0.915 2.072  C37 1.095
53 H 0.432 -0.661 3.012  C38 1.090
54 H 1.477 -2.896 3.103  C39 1.094
55 H 2.098 -5.845 -1.117  C40 1.090
56 H 4.304 -5.709 -2.304  C41 1.088

---

[2]
# C4H7N3O

A cluster of 2 separate species, C4H7N3O in total (wB97M-V/def2-TZVPD, the OMol25 dataset).

Output
Highest occupied orbital energy (alpha / beta) in eV: -6.84 / -6.85
Kohn-Sham gap (alpha / beta) in eV: 7.69 / 7.69
Energy in Eh: -395.9174

Last columns: bonded neighbours and bond lengths (Å).
CARTESIAN COORDINATES (ANGSTROEM)
1 C -0.702 -0.270 -1.707  C2 1.361, N6 1.411, H9 1.157
2 C -0.268 -1.559 -1.657  C1 1.361, O8 1.355, H10 1.085
3 C 0.850 -0.487 -0.091  N6 1.417, O8 1.321
4 C -0.217 1.817 -0.548  N6 1.410, H11 1.067, H12 1.046, H13 1.060
5 N 0.668 -0.443 1.897  N7 1.240
6 N -0.101 0.415 -0.630  C1 1.411, C3 1.417, C4 1.410
7 N 1.149 -1.448 2.441  N5 1.240, H14 1.033, H15 1.005
8 O 0.554 -1.676 -0.586  C2 1.355, C3 1.321
9 H -1.575 0.184 -2.315  C1 1.157
10 H -0.589 -2.466 -2.157  C2 1.085
11 H 0.561 2.262 0.031  C4 1.067
12 H -0.132 2.153 -1.535  C4 1.046
13 H -1.158 2.150 -0.193  C4 1.060
14 H 2.012 -1.255 2.976  N7 1.033
15 H 1.150 -2.410 2.148  N7 1.005

---

Which value of energy does entry 2 give?
-395.9174 Eh

---

energy of number 2 (C4H7N3O)?
-395.9174 Eh

---

The lowest energy belongs to which entry?
C26H26O4

---

Which value of energy does entry 2 give?
-395.9174 Eh